# 1
The following is a quantum chemistry calculation of a 9-piece molecular cluster, C49H87N3O20P2S overall in a non-equilibrium geometry, from the OMol25 dataset.

Last column: Mulliken charge in e.
Element x y z (Å)
C1 8.4351 0.9770 0.0933  -0.564
C2 7.0063 0.5264 0.0819  -0.122
C3 6.5591 -1.0184 -0.3782  0.586
O1 6.0704 -1.7879 0.5988  -0.497
O2 6.6877 -1.3787 -1.7994  -0.380
C4 5.3746 -1.3698 -2.4895  -0.142
C5 4.7272 0.1671 -2.6198  0.488
C6 3.4042 0.1036 -3.5810  -0.398
C7 2.3083 1.2998 -3.3549  0.205
C8 2.9244 2.7646 -2.9812  -0.683
C9 3.2651 3.0273 -1.4070  -0.267
C10 2.1692 2.3493 -0.3470  0.130
N1 2.3196 0.8687 -0.1258  0.040
C11 1.3307 0.2980 0.8449  0.068
C12 1.3985 -1.3478 1.1073  -0.035
C13 0.4007 -2.0976 2.1698  -0.297
C14 -0.6759 -1.1612 2.9946  0.276
P1 -1.8068 -2.0135 4.2817  0.713
N2 -3.3776 -2.0471 3.8871  -0.762
O3 -1.5456 -1.1868 5.8284  -0.541
O4 -1.2437 -3.6817 4.4830  -0.411
C15 -0.7564 0.4702 2.6996  -0.904
C16 0.2465 1.2414 1.6048  0.449
N3 0.0297 2.7199 1.4505  -0.247
C17 1.0368 3.2107 0.4458  -0.223
P2 0.9753 5.1276 0.0975  0.260
S1 -0.0876 5.5171 -1.4848  -0.306
H1 9.3129 0.4224 0.6553  0.262
H2 8.6888 1.9598 -0.5308  0.210
H3 6.1570 1.3127 0.3745  0.223
H4 4.6274 -1.9384 -1.7522  0.135
H5 5.4392 -1.9082 -3.5331  0.121
H6 4.5283 0.5101 -1.5195  -0.425
H7 5.5598 0.8397 -3.1331  0.204
H8 3.7835 0.0809 -4.7030  0.171
H9 2.9074 -0.9660 -3.3987  -0.117
H10 1.4664 0.9074 -2.6218  -0.043
H11 1.7531 1.4337 -4.4044  0.315
H12 3.9026 2.9051 -3.6510  0.274
H13 2.1616 3.5808 -3.3994  0.178
H14 4.3366 2.6296 -1.0620  0.106
H15 3.3404 4.2115 -1.2742  0.326
H16 2.1850 -1.9905 0.5061  0.030
H17 0.3853 -3.2490 2.3967  0.313
H18 -3.6207 -3.0762 3.8424  0.236
H19 -0.7231 -1.6095 6.2432  0.324
H20 -0.2352 -3.6313 4.5341  0.280
H21 -1.5337 1.0992 3.3058  0.277
H22 0.3883 5.7373 1.2998  0.001
H23 2.3381 5.6326 0.0476  0.129
C18 0.4375 -4.9511 -2.6276  -0.739
C19 0.2487 -3.6619 -1.8518  0.043
O5 0.6989 -2.5302 -2.6201  -0.093
C20 -0.0534 -1.8740 -3.5314  0.724
C21 -1.3332 -2.4975 -4.0022  -1.371
O6 0.3460 -0.8187 -4.0225  -0.491
H24 -0.1543 -4.9584 -3.5474  0.400
H25 0.1446 -5.8124 -2.0212  0.391
H26 1.4847 -5.0685 -2.9254  -0.036
H27 -0.7817 -3.5216 -1.5116  0.352
H28 0.8697 -3.6914 -0.9519  -0.227
H29 -1.1388 -3.0729 -4.9111  0.270
H30 -2.0465 -1.6981 -4.2267  0.344
H31 -1.8128 -3.1326 -3.2603  0.404
C22 5.1048 -5.1027 -5.2857  -0.948
C23 3.9446 -5.9731 -4.8430  -0.205
O7 2.6899 -5.4148 -5.2763  -0.323
C24 2.1381 -5.6212 -6.4929  0.824
C25 2.9771 -6.2263 -7.5784  -1.111
O8 0.9892 -5.2469 -6.7255  -0.581
H32 5.1662 -5.0369 -6.3759  0.293
H33 6.0509 -5.5009 -4.9096  0.407
H34 4.9793 -4.0802 -4.9147  0.175
H35 4.0473 -7.0117 -5.1714  0.354
H36 3.9115 -5.9966 -3.7500  0.209
H37 3.4301 -5.4262 -8.1698  0.261
H38 2.3289 -6.8288 -8.2227  0.322
H39 3.7517 -6.8979 -7.2139  0.353
C26 -0.4102 6.4084 7.2600  -0.912
C27 -1.2270 6.7715 6.0351  -0.356
O9 -0.3921 7.3519 5.0153  -0.369
C28 0.3125 6.6426 4.1057  0.692
C29 0.4855 5.1672 4.3100  -0.010
O10 0.8669 7.2134 3.1671  -0.600
H40 0.3492 5.6555 7.0294  0.269
H41 -1.0552 6.0177 8.0516  0.346
H42 0.1219 7.2870 7.6392  0.295
H43 -1.7967 5.9242 5.6419  0.331
H44 -1.9597 7.5366 6.3073  0.309
H45 1.4231 4.9864 4.8425  0.261
H46 0.5287 4.6839 3.3288  -0.500
H47 -0.3374 4.6969 4.8441  0.294
C30 4.4263 -5.0292 1.4767  -1.266
C31 2.9629 -4.8726 1.1111  0.780
O11 2.5719 -5.8507 0.1292  -0.270
C32 2.1730 -7.1096 0.4175  0.786
C33 2.4043 -7.6472 1.7981  -1.006
O12 1.6980 -7.8275 -0.4619  -0.596
H48 4.6265 -6.0049 1.9289  0.352
H49 4.7327 -4.2519 2.1818  0.382
H50 5.0535 -4.9617 0.5817  0.308
H51 2.3043 -4.9065 1.9840  0.130
H52 2.8124 -3.8929 0.6486  -0.379
H53 3.3555 -8.1857 1.8186  0.305
H54 1.5921 -8.3396 2.0412  0.296
H55 2.3962 -6.8852 2.5746  0.262
C34 -2.8230 3.1461 -1.2862  -0.766
C35 -2.9356 3.4712 0.1907  0.143
O13 -4.0843 4.3010 0.4472  -0.471
C36 -5.3379 3.8354 0.6444  0.709
C37 -5.6441 2.4067 0.3075  -0.960
O14 -6.2302 4.5942 1.0215  -0.586
H56 -3.6883 2.5788 -1.6412  0.352
H57 -1.9210 2.5611 -1.4845  0.253
H58 -2.7846 4.0663 -1.8785  0.167
H59 -2.9488 2.5760 0.8196  0.304
H60 -2.0605 4.0512 0.4973  -0.164
H61 -6.0281 2.3536 -0.7147  0.254
H62 -6.4101 2.0436 1.0001  0.323
H63 -4.7940 1.7365 0.4164  0.347
C38 -3.4950 4.7691 -5.6873  -0.960
C39 -2.1923 5.3905 -5.2221  -0.437
O15 -1.2194 4.3738 -4.9163  -0.267
C40 -0.4031 3.7954 -5.8254  0.650
C41 -0.6867 3.9901 -7.2848  -1.166
O16 0.5116 3.0584 -5.4588  -0.485
H64 -3.3613 4.1949 -6.6087  0.274
H65 -4.2478 5.5412 -5.8672  0.380
H66 -3.8768 4.0721 -4.9340  0.260
H67 -1.7921 6.1155 -5.9371  0.395
H68 -2.3691 5.9388 -4.2924  0.310
H69 -1.3018 3.1609 -7.6444  0.276
H70 0.2650 3.9945 -7.8255  0.324
H71 -1.1721 4.9357 -7.5170  0.386
C42 -7.3573 6.9313 2.5072  -0.634
C43 -8.4955 7.1893 3.4754  -0.547
O17 -9.1280 8.4531 3.1985  -0.343
C44 -10.1090 8.6361 2.2868  0.721
C45 -10.3876 7.5503 1.2909  -0.868
O18 -10.7103 9.7082 2.2281  -0.588
H72 -7.7128 6.8690 1.4746  0.182
H73 -6.8459 5.9970 2.7537  0.281
H74 -6.6321 7.7509 2.5422  0.300
H75 -9.2287 6.3774 3.4902  0.373
H76 -8.0933 7.2606 4.4900  0.307
H77 -9.8152 7.7438 0.3798  0.229
H78 -11.4565 7.5621 1.0549  0.298
H79 -10.1686 6.5496 1.6574  0.318
C46 -1.2452 -6.6261 5.4400  -0.620
C47 -1.0561 -8.0840 5.0682  -0.490
O19 0.3430 -8.4167 4.9920  -0.345
C48 1.1033 -8.7803 6.0488  0.772
C49 0.5719 -8.5665 7.4346  -0.970
O20 2.2439 -9.2083 5.8754  -0.586
H80 -0.8299 -6.4048 6.4274  0.245
H81 -2.3066 -6.3640 5.4446  0.392
H82 -0.7245 -5.9788 4.7266  0.076
H83 -1.5857 -8.7632 5.7429  0.315
H84 -1.4694 -8.2555 4.0703  0.346
H85 0.9186 -7.5986 7.8062  0.246
H86 0.9587 -9.3609 8.0807  0.312
H87 -0.5126 -8.6200 7.5036  0.336

Total charge ... 0
SMILES ... C=CC(=O)OCCCCCCc1nc2ccc(P(=N)(O)O)cc2nc1[PH2]=S.CCOC(C)=O.CCOC(C)=O.CCOC(C)=O.CCOC(C)=O.CCOC(C)=O.CCOC(C)=O.CCOC(C)=O.CCOC(C)=O

***

# 2
The following is a quantum chemistry calculation of a 8-piece molecular cluster, C49H89BF10N8O16 overall in a non-equilibrium geometry, from the OMol25 dataset.

Last column: Mulliken charge in e.
Element x y z (Å)
C1 -3.7219 -2.4427 1.6520  -0.919
C2 -2.9761 -1.7407 1.0122  -1.668
C3 -1.9666 -1.0049 0.2489  0.133
C4 -0.8608 -1.8115 -0.4586  1.181
O1 -0.1921 -1.1087 -1.4578  0.762
C5 -0.3788 0.1741 -2.0112  1.500
C6 -0.8271 1.4257 -1.2085  0.130
C7 -0.5034 2.7859 -1.8462  -0.607
F1 -1.4429 3.6971 -1.3496  -0.467
C8 1.0535 0.5563 -2.5744  -2.822
O2 0.9749 1.0868 -3.9111  -0.198
C9 1.9764 2.0435 -4.0844  0.652
C10 3.4425 1.7126 -3.8208  -0.947
O3 1.6484 3.1428 -4.4182  -0.552
B1 -1.2676 0.0626 -3.3928  1.555
C11 -2.5043 0.9871 -3.7655  -0.651
O4 -0.9906 -0.9263 -4.2931  -0.743
C12 -1.4139 -3.0944 -1.2283  0.421
F2 -1.4115 -4.1881 -0.4386  -0.218
F3 -0.6234 -3.3235 -2.2859  -0.203
C13 -2.8661 -3.0599 -1.8317  0.490
F4 -3.4136 -1.8911 -2.1335  -0.153
F5 -2.8623 -3.7843 -2.9656  -0.312
F6 -3.7227 -3.7311 -1.0513  -0.258
C14 0.3022 -2.2341 0.5843  0.162
C15 1.1387 -0.9008 0.7638  -0.050
C16 2.1435 -0.8712 1.9456  -0.739
C17 2.3860 0.5990 2.3224  -0.742
O5 2.5701 1.3047 1.0605  -0.076
C18 2.7918 2.6319 1.2832  0.389
C19 1.7321 3.4776 1.9748  -0.758
O6 3.8148 3.1290 0.8879  -0.586
C20 1.3463 -3.0655 -0.2246  -2.675
O7 2.5214 -3.4021 0.5496  -0.433
C21 3.5917 -3.6940 -0.2037  1.003
F7 4.5061 -4.2400 0.6051  -0.311
F8 4.1626 -2.6139 -0.7365  -0.220
F9 3.3020 -4.6069 -1.1294  -0.280
N1 -0.1675 -2.8539 1.7857  2.415
C22 -0.5954 -2.1995 3.0067  -2.268
C23 -0.7892 -0.6991 3.2468  0.966
F10 -0.7478 -0.5135 4.6447  -0.278
C24 0.2261 -4.2175 2.0794  -0.964
C25 -0.6689 -5.0084 3.0466  -0.588
O8 -0.3585 -6.4056 2.9665  -0.432
C26 -1.2104 -7.2098 3.6753  0.478
O9 -1.2105 -8.3793 3.4091  -0.597
C27 -2.1239 -6.7049 4.8027  -0.266
C28 -1.3895 -6.1462 6.0449  -0.818
H1 -4.2624 -3.1455 2.2463  0.672
H2 -1.4999 -0.1745 0.7949  -0.122
H3 -2.5078 -0.4623 -0.5455  0.850
H4 -1.9217 1.4231 -1.0931  0.573
H5 -0.4451 1.4821 -0.1731  -1.027
H6 -0.5979 2.8126 -2.9355  0.292
H7 0.4950 3.1678 -1.5965  0.306
H8 1.6050 1.1972 -1.8669  0.658
H9 1.6529 -0.3727 -2.6357  0.522
H10 3.5917 0.8841 -3.1189  0.245
H11 3.9708 1.5387 -4.7655  0.334
H12 3.8820 2.6052 -3.3593  0.302
H13 -3.1853 1.0758 -2.8990  0.260
H14 -2.2225 1.9746 -4.1480  0.402
H15 -3.1046 0.4648 -4.5419  -0.214
H16 -0.0767 -1.2406 -4.1642  0.024
H17 0.4941 -0.0193 0.8821  -0.209
H18 1.7541 -0.7012 -0.1151  0.622
H19 3.1137 -1.2160 1.5592  0.588
H20 1.9167 -1.5128 2.8033  0.175
H21 1.5230 1.0556 2.8292  0.054
H22 3.3149 0.7318 2.8943  0.602
H23 1.7395 4.4916 1.5627  0.448
H24 0.7363 2.9916 1.7824  0.227
H25 1.9475 3.4939 3.0470  0.243
H26 1.6894 -2.5386 -1.1195  0.899
H27 0.9309 -4.0174 -0.5831  0.667
H28 -1.5960 -2.5920 3.2767  0.143
H29 0.0452 -2.5419 3.8502  0.852
H30 -0.1003 0.0320 2.8228  -0.395
H31 -1.8084 -0.3883 2.9686  -0.104
H32 0.3131 -4.8859 1.2136  0.414
H33 1.2443 -4.2037 2.5262  0.257
H34 -0.4360 -4.6743 4.0682  0.216
H35 -1.7445 -4.8273 2.8946  0.538
H36 -2.8816 -6.0036 4.4219  0.262
H37 -2.6961 -7.5769 5.1370  0.338
H38 -0.4864 -6.7011 6.3183  0.300
H39 -1.1450 -5.0807 5.9340  0.087
H40 -2.0870 -6.1902 6.8936  0.356
C29 -3.1184 2.9817 5.3540  -0.850
N2 -1.9403 3.2542 4.5475  0.188
C30 -1.3715 4.5915 4.5437  -0.951
C31 -1.3677 2.3015 3.8114  0.774
O10 -0.3717 2.4503 3.1052  -0.716
H41 -3.9385 3.6261 5.0263  0.331
H42 -2.8919 3.1835 6.3967  0.486
H43 -3.4181 1.9429 5.2514  -0.039
H44 -1.3749 4.9864 3.5265  0.262
H45 -0.3395 4.5497 4.8948  0.261
H46 -1.9504 5.2453 5.1909  0.412
H47 -1.8787 1.3286 3.8937  -0.316
C32 0.4967 -2.3883 -8.6275  -0.947
N3 1.0928 -2.8819 -7.4015  0.183
C33 1.9555 -4.0503 -7.4534  -0.973
C34 0.8710 -2.2904 -6.2157  0.328
O11 1.3409 -2.6523 -5.1470  -0.674
H48 -0.1258 -3.1691 -9.0693  0.338
H49 1.2856 -2.1150 -9.3315  0.344
H50 -0.1198 -1.5138 -8.4278  0.316
H51 1.5435 -4.8363 -6.8191  0.296
H52 2.9464 -3.7892 -7.0793  0.290
H53 2.0353 -4.4113 -8.4761  0.382
H54 0.2081 -1.4150 -6.2864  0.079
C35 6.7610 1.7573 0.3593  -0.773
N4 7.9974 2.5168 0.3264  0.161
C36 9.2652 1.8163 0.4339  -0.985
C37 8.0042 3.8554 0.1986  0.082
O12 9.0032 4.5526 0.1637  -0.666
H55 6.6958 1.2147 1.3051  0.359
H56 6.7539 1.0449 -0.4695  0.371
H57 5.9011 2.4181 0.2692  0.106
H58 9.8107 2.1800 1.3059  0.303
H59 9.8672 2.0117 -0.4549  0.293
H60 9.0938 0.7468 0.5306  0.387
H61 6.9914 4.2865 0.1263  0.405
C38 -7.1488 -1.1534 -7.2563  -0.927
N5 -6.0478 -0.2158 -7.1601  0.117
C39 -6.3053 1.2002 -7.3581  -0.925
C40 -4.7874 -0.6153 -6.8918  0.166
O13 -3.8280 0.1245 -6.7994  -0.642
H62 -7.5937 -1.0927 -8.2519  0.342
H63 -7.9053 -0.9056 -6.5085  0.344
H64 -6.8010 -2.1704 -7.0848  0.290
H65 -5.7083 1.5663 -8.1945  0.286
H66 -6.0179 1.7522 -6.4621  0.272
H67 -7.3607 1.3633 -7.5643  0.383
H68 -4.6978 -1.7069 -6.7584  0.309
C41 -2.8824 -2.2044 7.5504  -0.837
N6 -2.4495 -0.8222 7.6095  0.209
C42 -1.0267 -0.5262 7.5727  -0.870
C43 -3.3220 0.1970 7.6956  0.095
O14 -3.0155 1.3753 7.7450  -0.619
H69 -2.4656 -2.7526 8.3981  0.345
H70 -2.5301 -2.6550 6.6202  0.231
H71 -3.9684 -2.2673 7.5865  0.303
H72 -0.7432 0.0122 8.4784  0.373
H73 -0.8080 0.1059 6.7112  0.086
H74 -0.4550 -1.4481 7.5015  0.382
H75 -4.3742 -0.1334 7.7140  0.305
C44 7.2207 6.3891 -2.0143  -0.752
N7 7.4600 6.9961 -3.3098  0.136
C45 6.3301 7.2931 -4.1720  -0.988
C46 8.7023 7.2948 -3.7415  0.108
O15 8.9631 7.8030 -4.8152  -0.597
H76 6.7188 5.4286 -2.1562  0.259
H77 6.5837 7.0473 -1.4187  0.306
H78 8.1566 6.2248 -1.4833  0.234
H79 6.4388 6.7552 -5.1152  0.313
H80 6.3053 8.3626 -4.3867  0.303
H81 5.4023 6.9965 -3.6879  0.380
H82 9.4878 7.0302 -3.0140  0.290
C47 -7.4277 1.8664 2.9621  -1.002
N8 -6.1666 1.1885 2.7320  0.202
C48 -5.6581 1.0809 1.3737  -0.803
C49 -5.4474 0.6533 3.7363  -0.014
O16 -4.3860 0.0751 3.5980  -0.524
H83 -8.2210 1.3561 2.4121  0.364
H84 -7.3550 2.8988 2.6141  0.349
H85 -7.6744 1.8662 4.0222  0.301
H86 -5.5412 0.0287 1.1098  0.228
H87 -4.6807 1.5628 1.3110  0.223
H88 -6.3449 1.5578 0.6783  0.403
H89 -5.9168 0.7872 4.7261  0.316

Total charge ... 0
Energy relative to the best compared isomer or geometry (same formula, charge and spin) ... 64.2 kJ/mol
SMILES ... C#CC[C@](O[C@@](CCF)(COC(C)=O)B(C)O)(C(F)(F)C(F)(F)F)[C@](CCCOC(C)=O)(COC(F)(F)F)N(CCF)CCOC(=O)CC.CN(C)C=O.CN(C)C=O.CN(C)C=O.CN(C)C=O.CN(C)C=O.CN(C)C=O.CN(C)C=O

***

no.,DFT total energy (Ha),HOMO-LUMO gap (eV),highest occupied orbital energy (eV)
1,-4668.6056,6.7,-8.9
2,-4585.8103,8.7,-8.6